1.
{
  "formula": "CH4F5N4P3",
  "method": "the ωB97M-V functional and the def2-TZVPD basis",
  "e_lumo_ev": 0.00,
  "homo_lumo_gap_ev": 10.380,
  "energy_ev": -48522.302,
  "homo_ev": -10.383,
  "species": ["C", "N", "N", "N", "N", "F", "F", "F", "F", "F", "P", "P", "P", "H", "H", "H", "H"],
  "positions_angstrom": [[-0.644, 0.221, 0.337], [2.524, 1.526, 0.059], [2.966, -1.650, 0.007], [5.045, 0.208, -0.351], [0.371, -0.697, -0.181], [1.855, -0.437, 2.022], [4.590, 2.560, -1.044], [4.829, 2.111, 1.279], [4.956, -2.166, -1.434], [5.410, -2.167, 0.771], [1.939, -0.530, 0.449], [4.081, 1.453, -0.022], [4.516, -1.283, -0.199], [-1.434, -0.122, -0.267], [-0.670, 0.208, 1.381], [-0.263, 1.173, -0.011], [0.418, -0.677, -1.187]]
}



2.
{
  "formula": "CH4FINP",
  "method": "the ωB97M-V functional and the def2-TZVPD basis",
  "e_lumo_ev": 0.04,
  "homo_lumo_gap_ev": 8.880,
  "energy_ev": -22698.147,
  "homo_ev": -8.844,
  "species": ["C", "N", "F", "P", "I", "H", "H", "H", "H"],
  "positions_angstrom": [[-1.003, 0.607, -0.698], [-0.161, -0.571, -0.494], [1.148, -2.269, 1.588], [0.606, -0.762, 1.629], [2.587, 0.500, 1.440], [-0.472, 1.673, -0.420], [-1.334, 0.693, -1.781], [-2.078, 0.486, -0.238], [0.707, -0.358, -1.027]]
}



3.
{
  "formula": "CH4FN",
  "method": "the ωB97M-V functional and the def2-TZVPD basis",
  "e_lumo_ev": [0.59, 0.59],
  "homo_lumo_gap_ev": [8.638, 8.642],
  "energy_ev": -5305.735,
  "homo_ev": [-8.046, -8.048],
  "species": ["C", "N", "F", "H", "H", "H", "H"],
  "positions_angstrom": [[0.331, -0.263, -0.301], [-0.597, 0.763, -0.100], [1.547, 0.119, 0.085], [0.415, -0.863, -1.205], [0.295, -1.614, 1.202], [-1.506, 0.362, -0.247], [-0.484, 1.495, 0.567]]
}



4.
{
  "formula": "CH4FN2O",
  "method": "the ωB97M-V functional and the def2-TZVPD basis",
  "e_lumo_ev": 4.75,
  "homo_lumo_gap_ev": 9.495,
  "charge": -1,
  "energy_ev": -8846.083,
  "homo_ev": -4.740,
  "species": ["C", "N", "N", "O", "F", "H", "H", "H", "H"],
  "positions_angstrom": [[0.945, -1.302, -2.037], [1.262, -0.542, -1.170], [-1.088, 0.164, -0.012], [-0.930, 0.867, 1.276], [1.468, 0.117, 1.312], [-1.319, 0.857, -0.728], [0.054, 0.646, 1.430], [1.351, -0.236, -0.215], [-1.743, -0.572, 0.144]]
}



5.
{
  "formula": "CH4FN2O",
  "method": "the ωB97M-V functional and the def2-TZVPD basis",
  "e_lumo_ev": [4.45, 4.45],
  "homo_lumo_gap_ev": [6.580, 6.579],
  "charge": -1,
  "energy_ev": -8845.549,
  "homo_ev": [-2.133, -2.133],
  "species": ["C", "N", "N", "O", "F", "H", "H", "H", "H"],
  "positions_angstrom": [[-0.321, -0.207, 0.698], [-0.045, 0.553, -0.331], [-0.179, -1.589, 0.515], [-0.720, -2.310, 1.424], [2.161, -0.010, -1.215], [-0.955, -0.060, 1.619], [-0.207, 1.621, -0.160], [0.987, 0.155, -0.838], [0.615, -1.948, -0.155]]
}



6.
{
  "formula": "CH4FN2O",
  "method": "the ωB97M-V functional and the def2-TZVPD basis",
  "e_lumo_ev": -5.11,
  "homo_lumo_gap_ev": 8.430,
  "charge": 1,
  "energy_ev": -8836.031,
  "homo_ev": -13.537,
  "species": ["C", "N", "N", "O", "F", "H", "H", "H", "H"],
  "positions_angstrom": [[-0.146, 1.019, -0.142], [-0.382, -2.381, 0.220], [0.519, 1.277, -1.161], [-1.072, -1.777, -0.574], [-1.424, 1.230, -0.097], [-0.644, -3.285, 0.456], [1.541, 1.190, -1.283], [0.171, 1.759, -2.012], [0.332, 0.565, 0.844]]
}



7.
{
  "formula": "CH4FN2O",
  "method": "the ωB97M-V functional and the def2-TZVPD basis",
  "e_lumo_ev": -6.99,
  "homo_lumo_gap_ev": 10.644,
  "charge": 1,
  "energy_ev": -8833.633,
  "homo_ev": -17.634,
  "species": ["C", "N", "N", "O", "F", "H", "H", "H", "H"],
  "positions_angstrom": [[0.031, -0.042, 0.331], [-0.792, 0.429, -0.767], [-1.337, 1.535, -0.798], [-2.013, 2.077, -1.688], [-1.217, 2.325, 0.397], [-0.502, -0.988, 0.806], [0.927, -0.562, -0.169], [0.188, 0.911, 1.002], [-0.569, 0.007, -1.657]]
}



8.
{
  "formula": "CH4FOP",
  "method": "the ωB97M-V functional and the def2-TZVPD basis",
  "e_lumo_ev": 0.42,
  "homo_lumo_gap_ev": 10.631,
  "energy_ev": -15154.176,
  "homo_ev": -10.206,
  "species": ["C", "O", "H", "H", "F", "P", "H", "H"],
  "positions_angstrom": [[-1.780, 0.168, -0.165], [-1.997, -0.943, 0.188], [-0.732, 0.493, -0.358], [-2.669, 0.742, -0.553], [1.664, 1.182, 0.750], [2.213, -0.127, -0.074], [3.087, -0.277, 1.043], [1.362, -1.081, 0.337]]
}



9.
{
  "formula": "CH4FP",
  "method": "the ωB97M-V functional and the def2-TZVPD basis",
  "e_lumo_ev": -0.14,
  "homo_lumo_gap_ev": 10.286,
  "energy_ev": -13107.154,
  "homo_ev": -10.421,
  "species": ["C", "P", "F", "H", "H", "H", "H"],
  "positions_angstrom": [[0.380, -0.632, -0.125], [-0.539, 0.448, 1.043], [-1.607, 0.979, -0.511], [0.378, 0.095, -1.020], [-0.190, -1.463, -0.315], [1.343, -0.971, 0.118], [0.235, 1.543, 0.809]]
}



10.
{
  "formula": "CH4I2OSi",
  "method": "the ωB97M-V functional and the def2-TZVPD basis",
  "e_lumo_ev": 0.39,
  "homo_lumo_gap_ev": 10.006,
  "energy_ev": -27230.700,
  "homo_ev": -9.620,
  "species": ["C", "O", "Si", "I", "I", "H", "H", "H", "H"],
  "positions_angstrom": [[0.279, -0.124, 0.643], [-0.965, -0.590, 0.320], [-2.111, 0.001, -0.572], [-2.546, 2.292, 0.024], [-3.975, -1.433, 0.055], [1.021, -0.450, -0.074], [0.656, -0.482, 1.655], [0.492, 0.956, 0.809], [-1.931, 0.014, -2.041]]
}